[1]
ORCA calculation (wB97M-V/def2-TZVPD) on a structure of composition C29H36NO3PPbS.

Results
energy = -2338.80136 a.u.
maximum force = 0.27 eV/Å
lowest unoccupied orbital energy = -7.916 eV
energy relative to the best compared isomer or geometry (same formula, charge and spin) = 632.3 kJ/mol
charge = +2

Element x y z (Å)
Pb 0.45 3.33 -0.56
C -4.48 -1.64 3.69
C -3.51 -2.69 4.22
C -3.37 -2.50 5.74
C -4.07 -4.08 3.93
C -2.13 -2.57 3.59
C -1.12 -3.47 3.97
C 0.14 -3.40 3.41
C 0.44 -2.44 2.44
S 1.95 -2.62 1.58
C 0.81 0.08 1.35
N -0.28 -0.48 1.14
C -0.56 -1.51 2.09
C -1.82 -1.60 2.64
C 2.94 1.61 0.09
C 4.32 1.37 0.71
C 5.37 2.02 -0.13
C 5.05 2.93 -1.05
C 3.68 3.39 -1.31
C 2.62 2.77 -0.77
H -5.45 -1.78 4.16
H -4.64 -1.74 2.61
H -4.15 -0.62 3.90
H -4.36 -2.55 6.21
H -2.94 -1.52 5.99
H -2.75 -3.27 6.20
H -5.07 -4.17 4.36
H -3.46 -4.87 4.36
H -4.15 -4.26 2.86
H -1.33 -4.23 4.70
H 0.90 -4.12 3.70
H -2.57 -0.88 2.32
H 4.43 1.60 1.77
H 6.41 1.78 0.07
H 5.85 3.41 -1.61
H 3.57 4.25 -1.95
C 4.03 -1.09 1.57
C 2.90 -1.04 2.42
C 2.00 0.14 2.24
C 1.99 0.74 0.84
C 2.83 0.14 -0.24
C 4.17 -0.23 0.40
H 4.80 -1.83 1.79
H 3.05 -1.42 3.43
H 1.92 0.83 3.08
H 2.38 -0.34 -1.10
H 4.95 -0.56 -0.28
C -1.31 4.29 -4.67
C 0.09 3.73 -4.63
O 0.09 2.31 -4.28
P -0.20 1.81 -2.81
O -1.74 1.66 -2.54
C -2.62 0.82 -3.37
C -4.00 1.42 -3.34
O 0.34 0.32 -2.85
C 1.47 -0.13 -3.66
C 0.97 -0.79 -4.92
H -1.27 5.33 -5.00
H -1.79 4.28 -3.69
H -1.93 3.74 -5.37
H 0.74 4.25 -3.92
H 0.56 3.76 -5.60
H -2.59 -0.18 -2.94
H -2.21 0.79 -4.38
H -4.36 1.50 -2.32
H -4.68 0.78 -3.90
H -4.01 2.41 -3.80
H 2.01 -0.83 -3.02
H 2.12 0.73 -3.88
H 0.31 -1.61 -4.68
H 1.82 -1.19 -5.48
H 0.45 -0.08 -5.56

***

[2]
ORCA calculation (wB97M-V/def2-TZVPD) on a structure of composition C29H37BrI3N3PS2V.

Results
energy = -6840.45082 a.u.
maximum force = 0.80 eV/Å
lowest unoccupied orbital energy (spin up / spin down) = 1.736 / 1.624 eV
energy relative to the best compared isomer or geometry (same formula, charge and spin) = 221.6 kJ/mol
⟨S²⟩ = 3.770
multiplicity = 4
charge = -1

Element x y z (Å)
V -0.42 -0.79 -1.60
S -2.54 0.46 -1.17
C -1.75 1.65 -2.20
S -0.13 1.34 -2.75
C -2.41 2.81 -2.54
C -1.81 3.78 -3.40
N -1.34 4.57 -4.09
C -3.73 3.09 -2.10
N -4.81 3.32 -1.75
Br -4.99 -1.66 -2.76
C -4.29 -0.39 -3.97
C -5.08 0.70 -4.31
C -4.59 1.68 -5.15
C -3.30 1.57 -5.67
C -2.51 0.49 -5.32
C -3.00 -0.49 -4.47
I -1.67 -2.02 -3.96
H -6.07 0.78 -3.88
H -5.20 2.53 -5.39
H -2.90 2.35 -6.30
H -1.49 0.42 -5.68
I 1.13 -3.87 -2.84
I 1.66 -6.13 -5.27
C -1.54 -1.94 4.11
C -1.86 -2.52 2.74
C -0.80 -2.09 1.71
C -0.13 -0.74 2.06
C -1.17 0.17 2.71
C -1.62 -0.41 4.07
P 0.63 -0.09 0.52
C 1.14 1.67 0.66
C 2.04 2.12 1.82
C 2.08 3.65 1.92
C 1.91 4.30 0.55
C 0.52 3.97 -0.04
C -0.03 2.66 0.53
C 2.23 -1.03 0.38
C 2.72 -3.55 -0.09
C 4.11 -3.40 0.51
C 4.08 -3.36 2.03
C 2.98 -2.42 2.51
C 3.02 -1.12 1.71
H -0.53 -2.26 4.40
H -2.21 -2.33 4.87
H -2.84 -2.15 2.42
H -1.93 -3.60 2.77
H -1.28 -2.01 0.73
H -0.03 -2.87 1.61
H 0.66 -0.92 2.80
H -2.02 0.28 2.03
H -0.78 1.17 2.87
H -2.64 -0.09 4.27
H -1.00 0.01 4.87
H 1.70 1.77 -0.28
H 3.05 1.74 1.68
H 1.68 1.70 2.77
H 3.02 3.97 2.39
H 1.28 4.00 2.58
H 2.69 3.93 -0.12
H 2.05 5.38 0.62
H 0.58 3.89 -1.12
H -0.18 4.78 0.18
H -0.83 2.27 -0.09
H -0.46 2.83 1.52
H 2.81 -0.39 -0.30
H 2.79 -4.10 -1.02
H 2.08 -4.13 0.58
H 4.60 -2.52 0.10
H 4.71 -4.25 0.17
H 5.04 -3.01 2.41
H 3.93 -4.36 2.44
H 3.13 -2.20 3.57
H 2.00 -2.88 2.43
H 4.07 -0.87 1.52
H 2.65 -0.32 2.34
N 1.99 -2.30 -0.42
C 1.13 -2.22 -1.42

***

[3]
ORCA calculation (wB97M-V/def2-TZVPD) on a structure of composition C29H37Cl2MgNO2P2S5.

Results
energy = -5126.82942 a.u.
maximum force = 1.62 eV/Å
lowest unoccupied orbital energy = 4.057 eV
energy relative to the best compared isomer or geometry (same formula, charge and spin) = 195.4 kJ/mol
charge = -2

Element x y z (Å)
Mg 0.68 0.64 -0.60
C 0.05 1.09 3.92
C 0.29 -0.30 3.32
C 0.58 -1.33 4.40
P 1.46 -0.15 1.84
C 3.11 0.48 2.46
C 4.00 -0.35 3.38
C 3.87 0.84 1.19
C 1.58 -1.90 1.37
C 2.28 -2.86 2.07
C 2.23 -4.20 1.71
C 1.38 -4.59 0.68
C 0.66 -3.65 -0.02
C 0.77 -2.26 0.25
N 0.09 -1.31 -0.39
C -0.62 -1.51 -1.55
C -0.24 -2.36 -2.59
C -1.04 -2.50 -3.71
C -2.21 -1.77 -3.84
C -2.56 -0.86 -2.85
C -1.78 -0.72 -1.72
P -2.09 0.44 -0.36
C -3.60 -0.40 0.44
C -3.04 -1.58 1.23
C -4.71 -0.92 -0.48
C -2.71 2.03 -1.16
C -1.81 2.35 -2.35
C -4.18 2.23 -1.52
H -0.86 1.10 4.52
H 0.88 1.40 4.55
H -0.08 1.81 3.12
H -0.64 -0.60 2.81
H 1.45 -1.06 4.99
H -0.28 -1.40 5.08
H 0.73 -2.31 3.96
H 2.85 1.41 2.99
H 4.40 -1.21 2.84
H 4.84 0.27 3.70
H 3.47 -0.68 4.27
H 3.90 0.00 0.49
H 3.39 1.68 0.69
H 4.90 1.13 1.41
H 2.89 -2.58 2.92
H 2.81 -4.93 2.25
H 1.27 -5.64 0.43
H -0.04 -3.98 -0.78
H 0.72 -2.86 -2.54
H -0.73 -3.17 -4.50
H -2.83 -1.88 -4.72
H -3.44 -0.25 -2.99
H -4.02 0.33 1.14
H -2.64 -2.33 0.55
H -2.23 -1.26 1.88
H -3.81 -2.05 1.84
H -4.30 -1.66 -1.17
H -5.48 -1.41 0.12
H -5.18 -0.13 -1.05
H -2.48 2.77 -0.37
H -2.03 1.72 -3.21
H -1.91 3.39 -2.65
H -0.76 2.17 -2.09
H -4.49 1.56 -2.32
H -4.83 2.07 -0.66
H -4.32 3.25 -1.86
S 5.33 2.96 -6.25
C 4.13 2.30 -5.32
S 4.36 1.72 -3.71
C 2.76 1.02 -3.47
C 1.86 1.19 -4.48
S 0.27 0.67 -4.53
S 2.50 2.11 -5.88
S 2.56 0.04 -2.06
Cl -0.77 5.31 -0.39
C 0.12 4.59 0.96
Cl -1.02 4.06 2.19
C 1.00 3.41 0.39
O 2.19 3.65 0.34
O 0.37 2.40 0.04
H 0.75 5.37 1.40

***

[4]
ORCA calculation (wB97M-V/def2-TZVPD) on a structure of composition C29H38AuN2O2P3.

Results
energy = -2546.99637 a.u.
maximum force = 2.42 eV/Å
lowest unoccupied orbital energy (spin up / spin down) = -6.740 / -7.715 eV
⟨S²⟩ = 2.044
multiplicity = 3
charge = +2

Element x y z (Å)
Au 0.01 -0.39 -1.00
P -2.25 0.11 -1.65
C -2.12 0.58 -3.36
C -0.86 1.01 -3.84
N 0.26 0.73 -3.11
C 1.47 1.12 -3.50
C 1.64 1.86 -4.67
C 0.54 2.16 -5.45
C -0.71 1.73 -5.06
C 2.67 0.77 -2.63
P 2.33 -0.69 -1.56
H -1.62 1.94 -5.60
H 2.64 2.17 -4.92
H 0.65 2.75 -6.35
H 3.58 0.62 -3.24
H 2.91 1.58 -1.93
H -2.20 -1.57 -5.08
H -2.99 0.75 -4.00
H -0.70 -3.81 -3.77
O -1.98 -2.50 -5.26
H -2.57 -2.72 -6.01
H -0.19 -2.06 -0.92
O -0.35 -4.20 -2.93
H 0.51 -3.76 -2.80
C 2.79 -2.07 -2.61
H 3.84 -2.02 -2.95
H 2.66 -2.98 -2.01
H 2.13 -2.11 -3.48
C 3.62 -0.63 -0.32
H 3.55 -1.55 0.27
H 4.64 -0.55 -0.72
H 3.44 0.22 0.35
C -2.99 1.51 -0.75
H -3.97 1.75 -1.18
H -3.09 1.28 0.31
H -2.32 2.36 -0.86
C -3.40 -1.27 -1.46
H -3.61 -1.45 -0.40
H -4.35 -1.04 -1.97
H -2.95 -2.17 -1.90
N -0.13 1.09 0.41
P -0.08 0.69 1.95
C -1.44 -0.33 2.59
C -2.05 -1.26 1.76
C -2.98 -2.17 2.25
C -3.28 -2.17 3.61
C -2.64 -1.28 4.48
C -1.70 -0.36 3.98
C 1.31 -0.36 2.46
C 2.36 0.13 3.25
C 3.38 -0.73 3.64
C 3.37 -2.07 3.24
C 2.35 -2.55 2.42
C 1.33 -1.70 2.03
C -0.05 2.25 2.87
C -1.19 2.71 3.56
C -1.16 3.94 4.22
C -0.03 4.76 4.12
C 1.05 4.37 3.33
C 1.02 3.14 2.66
H -1.76 -1.29 0.70
H -3.46 -2.87 1.58
H -4.02 -2.88 4.02
H -2.85 -1.28 5.55
H -1.18 0.33 4.64
H 2.36 1.18 3.54
H 4.19 -0.35 4.27
H 4.17 -2.74 3.56
H 2.34 -3.58 2.07
H 0.55 -2.06 1.35
H -2.11 2.11 3.55
H -2.03 4.25 4.81
H 0.00 5.71 4.66
H 1.92 5.03 3.21
H 1.81 2.88 1.95